(1)
Computed, not measured: an isolated molecule of C5H3NO, with the ωB97M-V functional and the def2-TZVPD basis.

Computed properties:
multiplicity: 3
HOMO energy (alpha / beta): -7.01 / -9.12 eV
Kohn-Sham gap (alpha / beta): 7.6 / 7.0 eV

The geometry in XYZ format:
```
10
Properties=species:S:1:pos:R:3:forces:R:3
C -0.272 0.727 0.139 0.413 0.373 -2.188
C 1.597 -0.096 -1.207 4.445 -3.245 -0.777
C -1.041 -0.263 -0.373 -1.792 -3.143 1.105
C 0.747 0.982 -0.921 -0.167 1.353 1.328
C 0.354 -0.360 -1.907 3.902 1.547 0.193
N -0.568 -1.104 -1.329 -1.878 0.219 0.432
O 0.091 0.995 -2.160 -1.159 0.854 -2.199
H -0.449 1.508 0.803 -0.698 0.574 1.469
H 2.354 -0.742 -0.651 -1.672 1.042 -0.748
H -1.948 -0.702 -0.072 -1.395 0.427 1.386
```
Positions in Å, forces in eV/Å.

=====

(2)
Computed, not measured: an isolated molecule of C5H3NO2, with the ωB97M-V functional and the def2-TZVPD basis.

Computed properties:
SMILES: O=CC1=CC(=O)C=N1
HOMO energy: -10.15 eV
Kohn-Sham gap: 7.6 eV

The geometry in XYZ format:
```
11
Properties=species:S:1:pos:R:3:forces:R:3
O 2.735 -0.905 0.132 -2.693 4.016 0.019
C 2.001 0.158 0.051 6.157 -5.141 -0.661
C 0.637 0.046 -0.195 -5.199 -0.975 0.695
C -0.256 -1.072 -0.210 4.394 4.217 -0.090
C -1.539 -0.553 -0.034 -0.947 3.872 -0.410
O -2.627 -0.992 0.124 -0.967 -0.943 0.244
C -1.269 1.090 -0.007 -1.504 0.094 1.803
N -0.005 1.379 -0.053 -2.853 -1.375 -0.314
H 2.504 1.128 0.020 -0.347 0.128 0.342
H 0.102 -2.025 -0.207 0.614 -2.533 -0.091
H -2.283 1.748 0.379 3.344 -1.362 -1.537
```
Positions in Å, forces in eV/Å.

=====

(3)
Computed, not measured: an isolated molecule of C5H4, with the ωB97M-V functional and the def2-TZVPD basis.

Computed properties:
SMILES: C#CCC#C
HOMO energy: -9.84 eV
Kohn-Sham gap: 10.8 eV

The geometry in XYZ format:
```
9
Properties=species:S:1:pos:R:3:forces:R:3
C 1.987 -0.913 1.079 -1.215 0.350 -0.626
C 0.890 -0.584 0.657 2.949 -0.607 1.174
C -0.459 -0.159 0.385 -1.744 -0.835 0.770
C -0.724 0.527 -0.906 -0.107 -1.487 1.650
C -1.161 1.093 -1.854 -1.319 2.451 -2.766
H 2.975 -1.204 1.441 -0.922 0.246 -0.401
H -0.778 0.527 1.180 0.347 0.253 -0.130
H -1.140 -1.061 0.696 0.884 1.397 -1.483
H -1.590 1.773 -2.677 1.126 -1.766 1.812
```
Positions in Å, forces in eV/Å.

=====

(4)
Computed, not measured: an isolated molecule of C5H4, with the ωB97M-V functional and the def2-TZVPD basis.

Computed properties:
HOMO energy: -9.61 eV
Kohn-Sham gap: 9.4 eV

The geometry in XYZ format:
```
9
Properties=species:S:1:pos:R:3:forces:R:3
C -1.286 0.213 -0.022 1.032 0.782 0.833
C -2.374 -0.457 -0.024 0.284 0.341 -0.037
C 0.163 -0.140 -0.029 -1.424 1.784 -0.077
C 0.925 -1.168 0.006 2.973 -3.359 -0.118
C -0.108 1.294 0.019 -0.949 -1.048 -1.509
H 2.015 -1.265 -0.209 -0.673 1.380 0.426
H 0.678 -2.218 0.218 -1.130 0.658 -0.322
H -0.081 1.912 -0.892 0.061 -0.460 0.430
H 0.068 1.830 0.934 -0.176 -0.078 0.374
```
Positions in Å, forces in eV/Å.

=====

(5)
Computed, not measured: a cluster of 14 separate species, C5H40N2O13S in total, with the ωB97M-V functional and the def2-TZVPD basis.

Computed properties:
HOMO energy: -8.15 eV
Kohn-Sham gap: 8.1 eV

The geometry in XYZ format:
```
61
Properties=species:S:1:pos:R:3:forces:R:3
C 1.639 0.148 -0.260 -0.478 1.105 2.026
N 1.132 1.049 0.829 0.080 -0.479 -0.568
C 0.695 2.396 0.488 1.055 -0.177 1.614
N -0.722 2.713 0.717 -1.109 0.299 0.864
C 0.467 -0.642 -0.780 1.170 -0.400 -1.844
C 0.955 -1.559 -1.962 -2.768 1.382 1.443
C -0.023 -2.722 -2.089 0.810 -1.790 -2.768
S 0.673 -4.304 -1.381 0.258 0.759 0.219
H 2.062 0.812 -1.029 0.013 -0.735 0.487
H 2.419 -0.521 0.207 -0.700 0.775 -0.764
H 0.492 0.527 1.420 0.002 0.437 0.126
H 0.922 2.566 -0.569 0.185 0.294 0.189
H 1.362 3.077 1.153 -1.013 -0.115 -1.429
H -0.816 3.688 1.014 0.351 0.129 -0.793
H -1.153 2.327 1.590 1.220 -0.607 -1.018
H -0.360 0.043 -1.022 0.131 -0.258 -0.375
H 0.088 -1.347 -0.083 -0.243 -0.177 0.851
H 0.967 -0.923 -2.821 -0.557 -0.883 -0.462
H 1.964 -1.801 -1.726 0.716 -0.737 -0.033
H -0.208 -2.980 -3.159 0.972 0.156 0.260
H -1.093 -2.636 -1.917 0.125 0.584 1.599
H 2.002 -4.000 -1.583 -0.990 -0.152 -0.009
H -3.481 0.840 0.226 -0.150 0.201 -0.520
H -4.505 0.030 0.729 -0.354 -0.216 -0.977
O -4.316 0.478 -0.124 0.271 0.310 1.739
H 4.374 -2.210 0.090 -0.318 -0.550 0.069
H 3.557 -2.311 1.475 -0.164 -0.496 -0.382
O 4.147 -1.799 0.923 0.526 0.942 0.390
H -0.380 2.291 3.742 -0.239 -1.244 -1.103
H -1.859 2.077 3.718 -0.078 -0.510 -0.404
O -1.066 1.737 3.265 -0.016 1.389 2.063
H -1.649 2.417 -0.909 0.135 -0.339 0.630
H -1.498 3.521 -1.840 -0.295 -0.285 -0.512
O -1.847 2.612 -1.840 0.803 1.314 -0.073
H 0.206 -0.929 4.012 -0.439 0.137 0.014
H -1.260 -0.645 4.391 0.628 -0.001 -0.017
O -0.485 -1.174 4.645 -0.230 0.019 0.262
H 2.107 -4.138 2.377 0.152 -0.115 0.336
H 2.029 -3.222 3.667 0.060 -0.334 -0.266
O 1.596 -3.466 2.838 -0.149 0.359 -0.177
H 0.271 2.618 -4.162 -0.019 0.251 -0.230
H 0.511 2.344 -2.725 0.115 -0.107 0.244
O 0.926 2.780 -3.474 -0.808 1.016 -0.487
H -1.882 -1.475 -4.403 0.173 1.162 0.886
H -1.448 -0.127 -3.545 -0.787 -1.029 0.301
O -1.526 -0.565 -4.398 0.804 -0.354 -1.430
H 1.886 2.442 2.570 1.142 0.188 0.336
H 2.113 2.046 4.212 0.912 0.766 -0.540
O 1.647 1.999 3.381 -1.825 -1.012 0.889
H 1.622 0.108 -3.426 0.091 0.072 -0.598
H 2.374 1.409 -3.659 -0.166 0.148 0.155
O 2.145 0.766 -2.980 1.378 -0.242 -0.294
H -3.394 0.746 -1.641 -0.219 -0.056 -0.444
H -2.537 1.250 -2.835 -1.004 -0.221 0.493
O -3.201 0.580 -2.572 0.641 -0.204 -0.577
H -2.916 -1.343 2.351 0.433 -0.258 -0.158
H -1.910 -0.936 1.147 -1.183 -0.111 1.380
O -2.745 -0.715 1.649 -0.047 0.580 -0.795
H 0.239 -2.171 1.564 -0.416 0.794 0.524
H -0.879 -2.212 2.549 0.222 0.520 0.143
O -0.431 -1.566 1.972 1.192 -1.895 -0.489
```
Positions in Å, forces in eV/Å.

=====

(6)
Computed, not measured: a cluster of 14 separate species, C5H41N2O13 in total, with the ωB97M-V functional and the def2-TZVPD basis.

Computed properties:
HOMO energy: -12.50 eV
Kohn-Sham gap: 10.3 eV
total charge: +1

The geometry in XYZ format:
```
61
Properties=species:S:1:pos:R:3:forces:R:3
C -2.563 1.145 0.809 0.206 0.253 0.300
C -1.071 1.205 0.527 0.145 -1.314 0.414
C -0.643 0.036 -0.386 0.065 0.443 0.288
C 0.834 -0.035 -0.770 -0.038 0.013 0.230
C 1.292 1.107 -1.683 0.250 -0.445 0.256
N 0.419 1.230 -2.858 0.052 -0.232 -0.105
N -0.338 1.074 1.851 -0.331 -0.027 -0.565
H -2.918 2.037 1.321 -0.060 0.240 -0.205
H -3.084 0.978 -0.117 -0.423 0.121 -0.373
H -2.848 0.318 1.448 0.236 -0.437 0.103
H -0.798 2.164 0.105 0.156 0.090 0.076
H -0.936 -0.903 0.086 -0.070 -0.024 0.160
H -1.258 0.115 -1.277 -0.046 -0.037 -0.191
H 1.463 -0.107 0.129 -0.081 0.281 -0.144
H 1.010 -0.991 -1.252 -0.076 -0.152 -0.314
H 2.318 0.877 -2.004 -0.271 0.225 0.041
H 1.322 2.017 -1.079 0.111 0.148 -0.168
H 0.915 1.543 -3.682 0.159 0.020 0.095
H -0.320 1.902 -2.693 -0.036 -0.017 -0.018
H -0.442 0.124 2.210 0.032 -0.068 0.015
H 0.671 1.314 1.733 -0.065 0.048 0.043
H -0.720 1.765 2.500 0.203 0.051 0.119
H 0.312 -2.258 2.549 0.442 0.394 0.018
H 1.613 -2.526 1.754 -0.254 0.139 0.327
O 1.242 -1.941 2.476 -0.212 -0.341 -0.410
H -2.459 2.438 -1.702 -0.144 0.157 -0.054
H -2.254 3.783 -2.450 -0.141 -0.072 -0.030
O -1.820 3.138 -1.881 0.231 0.074 0.071
H 2.581 -0.870 2.417 0.255 0.440 0.185
H 3.891 -0.330 3.085 0.032 -0.029 0.002
O 3.358 -0.255 2.287 -0.513 -0.288 0.052
H -1.544 -3.425 -0.757 0.069 0.088 -0.138
H -2.711 -4.243 -0.177 -0.130 0.085 0.100
O -2.351 -3.347 -0.185 0.200 -0.264 -0.015
H -4.447 -1.701 -2.012 0.146 -0.006 0.093
H -3.227 -2.090 -1.115 -0.373 0.250 -0.282
O -3.612 -1.368 -1.661 0.262 -0.032 0.017
H -1.856 -2.707 1.402 0.209 0.035 0.671
H -1.932 -2.904 2.958 -0.073 -0.014 -0.055
O -1.509 -2.376 2.273 -0.178 0.044 -0.468
H 1.102 4.033 -0.242 -0.033 0.033 -0.212
H -0.379 4.109 -0.728 0.057 -0.033 -0.003
O 0.237 4.410 -0.043 0.085 0.004 -0.002
H 3.952 -0.970 0.750 0.231 -0.130 -0.097
H 5.102 -1.772 0.108 0.023 -0.007 -0.070
O 4.179 -1.533 -0.017 -0.074 0.079 0.068
H -0.060 -4.076 -2.441 -0.012 0.032 -0.016
H -0.451 -2.541 -2.498 0.120 -0.561 0.295
O -0.253 -3.321 -1.876 0.027 0.359 -0.061
H -1.788 -1.104 -3.223 0.074 0.129 0.049
H -0.299 -0.520 -3.313 -0.786 -0.260 -0.047
O -0.871 -1.332 -3.433 0.497 0.352 -0.016
H 1.587 -3.391 -0.279 0.280 0.109 0.027
H 2.985 -2.860 0.242 0.030 0.065 -0.413
O 2.202 -3.394 0.471 -0.329 -0.239 0.037
H 0.086 3.970 1.598 -0.247 0.135 0.312
H -0.161 4.411 3.080 -0.048 0.153 0.001
O 0.002 3.646 2.526 0.105 -0.067 -0.053
H 2.815 1.399 1.658 -0.142 0.198 0.026
H 2.251 2.797 2.076 -0.053 -0.075 0.014
O 2.180 2.105 1.405 0.250 -0.112 0.021
```
Positions in Å, forces in eV/Å.

=====

Results for strongest force on any atom: 0.1081, 0.1565, 0.0763, 0.0873, 0.0664, 0.0269 (in Eh/bohr, following the order of the records).
Results for calculated total energy: -8762.2574, -10814.7699, -5245.3225, -5243.3147, -46264.0428, -35446.7140 (in eV, following the order of the records).
Results for energy above the lowest of the compared OMol25 structures with the same formula, charge and spin: 63.6, 61.0, 20.1, 66.4, 155.0, 0.0 (in kcal/mol, following the order of the records).